15
Properties=species:S:1:pos:R:3:forces:R:3:mulliken_charge:R:1 method="wB97M-V/def2-TZVPD" orbital_gap_ev="8.23 / 8.25" de_lowest_kcal_mol=86.5 total_charge=0 energy_ha=-573.237023
C 0.54089 -1.53257 0.07439 -0.45 -3.43 -0.21 -1.123
C 0.52494 0.96092 -0.49520 -2.09 0.56 0.06 0.100
C -0.16014 -0.27310 0.13681 -0.43 1.06 1.56 0.570
N -1.70386 -0.38370 0.00728 1.77 -0.36 0.36 1.057
O -2.18262 -1.46230 0.23911 -0.23 0.24 -0.03 -0.579
O -2.24792 0.61629 -0.35505 -0.60 0.68 -0.29 -0.550
O 1.87277 0.69102 -0.73156 -0.18 1.26 1.50 -0.507
O 0.31240 2.17685 0.23102 1.60 -1.60 -1.29 -0.476
F -0.84170 0.52059 2.25821 0.98 -1.22 -2.54 -0.562
H 1.52387 -1.66076 0.59545 -0.96 0.74 -0.20 0.303
H -0.19969 -2.38658 0.41200 1.64 1.68 -0.70 0.388
H 0.85210 -1.76071 -1.04304 -0.85 0.71 1.84 0.323
H -0.07816 0.93880 -1.49389 1.26 0.35 1.06 0.316
H 2.37763 1.09085 0.03704 -0.76 -0.58 -1.17 0.394
H -0.59051 2.46440 0.12742 -0.70 -0.09 0.07 0.345


13
Properties=species:S:1:pos:R:3:forces:R:3:mulliken_charge:R:1 method="wB97M-V/def2-TZVPD" orbital_gap_ev=10.03 de_lowest_kcal_mol=93.7 total_charge=0 smiles="O=C[C@@H]1CS1.NF" energy_ha=-745.819860
C -0.78109 -1.62769 0.48586 0.12 -1.35 2.68 -0.061
C -1.24762 0.84692 0.16867 -0.02 2.14 0.18 -0.613
C -1.10675 -0.49915 -0.37219 0.71 -0.88 -1.31 0.052
N 2.38150 1.01717 -0.59712 -2.01 0.09 2.71 -0.257
O -0.30348 -2.69687 0.16091 -0.41 1.32 -0.15 -0.491
F 2.23188 0.49994 0.81059 0.23 0.84 -1.95 -0.244
S -2.80095 -0.05094 -0.09625 -0.84 0.27 0.27 -0.128
H -1.13332 -1.44797 1.56048 0.48 -0.28 -0.71 0.259
H -1.24641 1.79575 -0.50832 0.62 -2.08 1.32 0.293
H -0.88087 0.95982 1.22449 -0.59 0.15 -1.12 0.231
H -0.76668 -0.79370 -1.33684 0.01 0.73 -1.16 0.448
H 2.66723 0.17440 -1.04470 1.13 -0.16 -0.44 0.255
H 2.98655 1.82233 -0.45557 0.57 -0.79 -0.32 0.257


13
Properties=species:S:1:pos:R:3:forces:R:3:mulliken_charge:R:1 method="wB97M-V/def2-TZVPD" orbital_gap_ev="6.23 / 7.74" de_lowest_kcal_mol=33.7 total_charge=+1 spin_multiplicity=6 s2=8.770 energy_ha=-478.204264
O 1.86841 1.71969 0.39657 -2.96 1.58 -1.07 -0.500
C 0.63548 1.75471 0.08779 1.63 2.05 0.47 0.105
C -0.15262 0.59575 -0.00678 0.14 -2.30 1.40 0.138
O 0.61966 -0.57124 0.12327 -3.01 2.21 -0.82 -0.373
C -0.11216 -1.76966 0.35984 -0.95 -1.62 0.13 -0.524
Rh 2.58472 -0.14096 0.50527 4.00 -2.06 0.67 0.453
H 0.13380 2.72738 -0.02882 0.24 -0.21 0.03 0.402
H -1.34514 0.63973 -1.20627 -3.90 0.15 -4.02 0.386
H -0.67940 -2.03897 -0.54139 0.23 0.14 0.19 0.316
H 0.60931 -2.56037 0.58956 -0.13 0.30 -0.06 0.198
H -0.80517 -1.63009 1.20084 0.29 0.02 -0.18 0.367
H -1.09338 0.60089 0.58525 0.17 -0.09 -0.72 0.464
F -2.26351 0.67315 -2.06513 4.23 -0.18 3.97 -0.432


14
Properties=species:S:1:pos:R:3:forces:R:3:mulliken_charge:R:1 method="wB97M-V/def2-TZVPD" orbital_gap_ev="4.46 / 8.62" de_lowest_kcal_mol=7.6 total_charge=0 spin_multiplicity=3 s2=2.002 energy_ha=-572.132858
O 0.95292 0.70961 0.15870 0.83 -0.20 -0.11 -0.313
C -0.17041 0.13173 0.53542 -1.67 2.23 2.23 0.633
C 0.81992 1.23638 -1.16994 0.21 -0.16 -0.20 -0.231
O -0.49975 0.03594 1.71819 0.90 -1.02 -1.21 -0.504
O -1.06741 0.08892 -0.43460 -0.31 -0.56 -0.58 -0.317
C -0.55724 0.72910 -1.61389 -0.01 -0.18 -0.25 -0.239
Hg -2.62890 -0.09901 2.99789 0.18 -0.02 -0.20 -0.031
H 1.64264 0.84377 -1.77587 -0.20 0.15 0.11 0.263
H 0.87372 2.32829 -1.11476 0.03 -0.25 0.04 0.243
H -0.50781 -0.01558 -2.41510 -0.01 0.21 0.14 0.262
H -1.24316 1.53717 -1.88518 0.12 -0.23 0.05 0.246
O 1.15979 -2.56611 1.49181 -0.56 1.55 1.33 -0.659
H 0.86251 -1.87991 2.17673 0.57 -1.46 -1.44 0.327
H 0.36318 -3.08030 1.33060 -0.07 -0.06 0.08 0.319


12
Properties=species:S:1:pos:R:3:forces:R:3:mulliken_charge:R:1 method="wB97M-V/def2-TZVPD" orbital_gap_ev="5.81 / 5.85" de_lowest_kcal_mol=90.0 total_charge=+1 energy_ha=-524.714529
C -0.65278 -0.70270 0.61470 -2.59 -0.64 0.49 -0.137
C 0.41043 1.14103 0.04883 -0.03 2.01 -3.88 -0.510
C 0.96834 -0.06982 -0.84884 2.97 1.82 2.02 -0.359
N -0.70593 0.60697 0.73090 -1.91 -2.07 2.16 -0.071
N 0.30974 -1.12880 -0.14575 -1.85 0.43 -0.15 -0.015
I -3.49039 -2.20614 1.01803 1.92 0.93 -0.15 0.405
H 1.22522 1.64475 0.54445 -0.16 -0.13 0.93 0.291
H -0.08885 1.88432 -0.58329 0.73 0.27 -0.28 0.297
H 1.02637 -0.03017 -1.98355 -0.68 -0.18 1.59 0.324
H 2.00102 -0.12290 -0.37740 -0.62 0.00 -1.65 0.264
H -1.56665 1.04113 1.14523 1.62 -0.16 -0.77 0.316
H 0.56346 -2.05765 -0.16330 0.60 -2.29 -0.29 0.195


13
Properties=species:S:1:pos:R:3:forces:R:3:mulliken_charge:R:1 method="wB97M-V/def2-TZVPD" orbital_gap_ev=8.44 de_lowest_kcal_mol=97.2 total_charge=+1 energy_ha=-599.950898
C -2.77846 -0.83319 0.07160 -0.19 -0.74 -0.36 0.197
C 0.66390 0.21820 -0.35498 1.73 -1.40 -1.06 -1.062
C -0.70919 0.43158 0.32884 0.79 2.92 -0.98 -0.262
N -3.45857 -2.53690 0.16656 -0.04 0.31 -0.35 0.251
N -1.50327 -0.71524 0.09039 -1.45 -1.97 0.33 -0.124
O -4.55630 -2.60414 -0.13656 0.98 0.60 0.29 -0.119
I -4.04434 0.70879 -0.05161 -0.59 0.32 0.05 0.348
H 0.96914 -0.96180 -0.28565 -0.44 2.92 0.14 0.278
H 0.72186 0.43081 -1.51064 -0.62 -0.26 2.31 0.300
H 1.47718 0.86763 0.11615 -1.17 -1.12 -0.53 0.322
H -1.25082 1.35228 -0.15438 1.05 -1.62 1.26 0.274
H -0.64661 0.51602 1.44766 0.15 0.30 -1.04 0.301
H -0.95605 -1.57556 0.13202 -0.19 -0.27 -0.06 0.296


13
Properties=species:S:1:pos:R:3:forces:R:3:mulliken_charge:R:1 method="wB97M-V/def2-TZVPD" orbital_gap_ev="6.73 / 6.16" de_lowest_kcal_mol=60.1 total_charge=+1 spin_multiplicity=3 s2=2.010 energy_ha=-599.883243
C -0.59588 0.80679 -0.75577 -1.42 -1.85 0.21 0.026
C 1.00938 0.22242 0.70287 -4.43 -0.91 -0.90 -0.686
C -0.89023 -1.47497 0.16558 0.98 -1.36 -2.97 -0.786
N -0.22524 -0.19681 -0.03340 1.18 -0.04 1.61 0.163
N 0.04209 1.88166 -0.40330 -0.80 -2.40 0.04 0.043
O 0.96175 1.59073 0.56688 1.16 2.14 0.65 -0.225
I 3.08890 -0.45706 -0.13220 2.99 -0.77 -1.35 0.269
H -1.40867 0.63099 -1.44689 0.02 0.93 -0.23 0.441
H 1.05283 -0.12128 1.69172 -0.23 -0.11 1.53 0.576
H -0.56378 -1.87442 1.07242 0.36 -0.46 1.61 0.309
H -1.97893 -1.49526 0.12090 0.17 0.60 -0.06 0.341
H -0.47427 -2.18776 -0.63095 -0.80 0.81 1.01 0.328
H -0.01796 2.67496 -0.91786 0.81 3.41 -1.15 0.201


13
Properties=species:S:1:pos:R:3:forces:R:3:mulliken_charge:R:1 method="wB97M-V/def2-TZVPD" orbital_gap_ev=9.18 de_lowest_kcal_mol=83.4 total_charge=+1 energy_ha=-922.897837
C -0.45500 0.94767 -1.09077 -4.86 0.64 0.11 -0.316
C 0.47014 0.95550 0.02977 2.44 0.52 -0.47 -0.022
C 0.94447 -0.45884 0.02743 1.30 -2.69 0.00 -0.255
N -1.73444 0.73580 -1.15607 4.56 1.22 -3.04 -0.489
N 0.19302 0.12966 1.17938 0.05 -0.74 1.84 -0.002
S 0.05045 -1.82553 -0.79808 -0.14 0.82 -0.39 -0.003
I -2.95969 0.04209 0.08398 -2.18 -0.79 2.60 0.314
H 0.03182 1.10376 -2.02974 0.37 0.48 -0.60 0.427
H 1.04231 1.89363 0.21159 0.01 -1.11 -0.37 0.358
H 1.93262 -1.01928 0.13671 -0.84 2.23 0.78 0.350
H 0.82960 0.14728 2.05227 -1.86 0.58 -1.53 0.378
H -0.86155 -0.03834 1.19463 1.08 -0.58 0.94 0.064
H 0.51624 -2.61339 0.15890 0.09 -0.60 0.13 0.195